This record from the Open Molecules 2025 dataset describes a molecular structure, C45H64CsN4O4PSi2 in a non-equilibrium geometry. The level of theory is ωB97M-V with the def2-TZVPD basis set.

Each line ends with the Löwdin charge.
Cartesian coordinates (Å):
Cs (0.24, -0.72, 0.14)  1.02
C (3.65, 2.05, 2.17)  -0.10
C (2.77, 1.44, 3.05)  -0.09
C (1.40, 1.67, 2.93)  -0.10
C (0.92, 2.50, 1.93)  -0.11
C (1.80, 3.09, 1.04)  -0.08
C (3.17, 2.87, 1.17)  -0.10
H (4.71, 1.86, 2.27)  0.10
H (3.14, 0.79, 3.83)  0.09
H (0.72, 1.19, 3.62)  0.09
H (-0.14, 2.67, 1.84)  0.09
H (1.43, 3.73, 0.25)  0.09
H (3.85, 3.33, 0.47)  0.10
O (-3.17, 1.11, -0.98)  -0.07
H (-2.84, 1.93, -1.38)  0.00
H (-2.88, 1.16, -0.06)  -0.02
N (-0.85, -8.30, 0.54)  0.08
C (-0.43, -6.97, 0.56)  -0.34
C (-1.34, -5.92, 0.53)  -0.02
C (-0.86, -4.62, 0.58)  -0.15
N (0.42, -4.32, 0.65)  0.07
C (1.29, -5.31, 0.69)  -0.14
C (0.93, -6.65, 0.65)  -0.03
H (-1.78, -8.44, 0.19)  0.08
H (-0.18, -8.96, 0.18)  0.08
H (-2.40, -6.13, 0.47)  0.10
H (-1.55, -3.79, 0.56)  0.10
H (2.33, -5.02, 0.76)  0.10
H (1.67, -7.43, 0.69)  0.10
C (-1.09, 6.38, -3.11)  -0.22
Si (-1.21, 4.52, -2.63)  0.38
C (-2.85, 4.02, -3.54)  -0.20
C (-1.67, 4.53, -0.76)  -0.20
C (0.36, 3.61, -2.90)  -0.37
Si (1.23, 3.32, -4.49)  0.39
C (0.32, 2.36, -5.92)  -0.21
C (1.75, 4.95, -5.39)  -0.22
C (2.87, 2.36, -4.19)  -0.20
H (-1.87, 6.99, -2.66)  0.00
H (-1.16, 6.50, -4.19)  0.00
H (-0.13, 6.80, -2.80)  0.01
H (-3.64, 4.77, -3.47)  0.01
H (-3.27, 3.08, -3.19)  0.00
H (-2.63, 3.89, -4.60)  0.00
H (-2.70, 4.84, -0.58)  0.01
H (-1.03, 5.21, -0.21)  0.01
H (-1.54, 3.55, -0.33)  -0.01
H (0.52, 2.80, -2.19)  -0.07
H (-0.66, 2.81, -6.07)  -0.01
H (0.16, 1.32, -5.64)  0.00
H (0.84, 2.38, -6.88)  0.00
H (0.86, 5.49, -5.71)  0.00
H (2.36, 4.79, -6.27)  0.00
H (2.29, 5.60, -4.72)  0.01
H (2.70, 1.59, -3.44)  -0.01
H (3.64, 3.01, -3.81)  0.01
H (3.25, 1.86, -5.08)  0.01
C (4.40, -3.10, -1.10)  -0.24
P (3.14, -1.89, -0.44)  0.76
C (4.00, -0.37, -1.06)  -0.24
C (4.04, -1.79, 1.31)  -0.34
C (5.34, -1.48, 1.69)  -0.12
C (5.71, -1.39, 3.02)  -0.12
C (4.78, -1.62, 4.02)  -0.14
C (3.48, -1.96, 3.67)  -0.12
C (3.13, -2.04, 2.34)  -0.15
H (5.41, -2.75, -0.89)  0.02
H (4.27, -3.20, -2.17)  0.01
H (4.25, -4.07, -0.64)  0.02
H (5.06, -0.38, -0.82)  0.02
H (3.54, 0.50, -0.60)  0.02
H (3.87, -0.31, -2.14)  0.02
H (6.10, -1.29, 0.94)  0.08
H (6.73, -1.13, 3.28)  0.09
H (5.07, -1.55, 5.06)  0.09
H (2.74, -2.14, 4.44)  0.10
H (2.12, -2.31, 2.08)  0.05
O (-1.28, -3.09, 3.26)  0.04
C (-1.83, -2.05, 2.99)  -0.58
N (-3.11, -1.74, 3.46)  0.14
C (-3.40, -0.35, 3.20)  -0.30
C (-2.20, -0.03, 2.24)  -0.52
O (-2.11, 1.05, 1.65)  -0.03
N (-1.38, -1.05, 2.19)  -0.07
C (-3.36, 0.46, 4.48)  -0.14
C (-4.36, 0.23, 5.43)  -0.03
C (-4.34, 0.91, 6.64)  -0.10
C (-3.34, 1.82, 6.91)  -0.11
C (-2.35, 2.07, 5.95)  -0.07
C (-2.37, 1.38, 4.75)  0.00
C (-4.68, -0.11, 2.45)  -0.15
C (-5.37, -1.13, 1.82)  -0.02
C (-6.53, -0.86, 1.12)  -0.09
C (-7.01, 0.44, 1.04)  -0.10
C (-6.31, 1.47, 1.64)  -0.08
C (-5.15, 1.20, 2.35)  -0.02
H (-3.41, -2.16, 4.32)  0.14
H (-5.15, -0.48, 5.22)  0.12
H (-5.11, 0.72, 7.37)  0.10
H (-3.33, 2.36, 7.85)  0.09
H (-1.58, 2.80, 6.15)  0.10
H (-1.62, 1.59, 4.00)  0.10
H (-5.00, -2.15, 1.88)  0.11
H (-7.07, -1.66, 0.64)  0.10
H (-7.91, 0.65, 0.48)  0.09
H (-6.66, 2.49, 1.57)  0.10
H (-4.59, 2.00, 2.81)  0.12
C (0.15, -1.99, -3.62)  -0.05
C (1.62, -2.35, -3.32)  -0.74
C (1.78, -3.88, -3.53)  -0.05
C (2.50, -1.63, -4.37)  -0.04
O (1.92, -1.99, -2.02)  -0.54
H (-0.11, -2.28, -4.64)  0.07
H (0.02, -0.92, -3.51)  0.08
H (-0.50, -2.51, -2.92)  0.07
H (1.40, -4.18, -4.51)  0.07
H (1.24, -4.40, -2.75)  0.07
H (2.83, -4.16, -3.46)  0.06
H (2.19, -1.89, -5.38)  0.07
H (3.54, -1.90, -4.23)  0.07
H (2.40, -0.55, -4.25)  0.06

Computed properties:
- Calculated total energy: -3213.7326 hartree
- ΔE to the lowest compared entry with this formula, charge and spin: 43.5 kcal/mol
- Total charge: -2
- HOMO: -1.14 eV
- LUMO: 3.53 eV

***

This record from the Open Molecules 2025 dataset describes a molecular structure, C45H64N5O2PbS in a non-equilibrium geometry. The level of theory is ωB97M-V with the def2-TZVPD basis set.

Each line ends with the Löwdin charge.
Cartesian coordinates (Å):
Pb (1.26, -1.01, 0.03)  1.36
C (3.43, -2.02, -2.18)  -0.07
N (2.27, -2.64, -1.52)  -0.33
C (2.72, -3.78, -0.71)  -0.07
C (1.27, -3.07, -2.51)  -0.16
C (0.34, -1.93, -2.94)  -0.14
N (-0.47, -1.42, -1.82)  -0.20
C (-1.11, -0.12, -2.09)  -0.12
C (-0.29, 0.99, -2.70)  -0.14
C (-0.95, 1.86, -3.55)  0.02
C (-0.36, 3.03, -4.00)  -0.16
C (0.92, 3.33, -3.52)  0.02
C (1.63, 2.51, -2.66)  -0.06
C (1.04, 1.25, -2.29)  -0.31
O (1.74, 0.33, -1.68)  -0.26
C (3.03, 2.90, -2.18)  -0.53
C (3.08, 2.91, -0.64)  -0.04
C (3.41, 4.31, -2.66)  -0.07
C (4.10, 1.94, -2.73)  -0.03
C (-1.05, 4.00, -4.95)  -0.56
C (-2.41, 3.49, -5.42)  -0.07
C (-1.25, 5.35, -4.24)  -0.04
C (-0.16, 4.21, -6.19)  -0.04
C (-1.52, -2.37, -1.46)  -0.12
C (-2.13, -2.16, -0.10)  -0.16
C (-3.48, -1.88, 0.05)  0.00
C (-4.06, -1.80, 1.30)  -0.19
C (-3.23, -2.01, 2.41)  0.01
C (-1.88, -2.31, 2.33)  -0.07
C (-1.30, -2.39, 1.02)  -0.33
O (-0.03, -2.69, 0.80)  -0.21
C (-1.07, -2.63, 3.59)  -0.52
C (0.12, -1.68, 3.75)  -0.04
C (-0.57, -4.09, 3.52)  -0.03
C (-1.93, -2.50, 4.85)  -0.06
C (-5.55, -1.54, 1.51)  -0.55
C (-5.74, -0.21, 2.26)  -0.05
C (-6.32, -1.47, 0.19)  -0.06
C (-6.14, -2.69, 2.35)  -0.03
H (3.94, -2.75, -2.82)  0.11
H (4.13, -1.66, -1.43)  0.09
H (3.12, -1.17, -2.79)  0.08
H (3.14, -4.57, -1.34)  0.11
H (1.89, -4.18, -0.14)  0.09
H (3.49, -3.45, -0.01)  0.08
H (0.70, -3.88, -2.06)  0.12
H (1.76, -3.47, -3.40)  0.14
H (-0.30, -2.29, -3.75)  0.15
H (0.93, -1.11, -3.32)  0.12
H (-1.48, 0.24, -1.12)  0.10
H (-1.99, -0.27, -2.72)  0.13
H (-1.97, 1.63, -3.84)  0.11
H (1.38, 4.25, -3.83)  0.09
H (2.35, 3.61, -0.24)  0.09
H (4.08, 3.21, -0.31)  0.09
H (2.88, 1.92, -0.24)  0.05
H (2.71, 5.06, -2.29)  0.09
H (3.46, 4.36, -3.75)  0.09
H (4.40, 4.56, -2.27)  0.09
H (3.96, 0.94, -2.33)  0.05
H (5.09, 2.29, -2.45)  0.09
H (4.05, 1.89, -3.82)  0.10
H (-3.10, 3.36, -4.58)  0.08
H (-2.32, 2.54, -5.95)  0.09
H (-2.85, 4.22, -6.10)  0.09
H (-1.86, 5.23, -3.35)  0.09
H (-1.76, 6.04, -4.91)  0.09
H (-0.30, 5.80, -3.96)  0.08
H (0.01, 3.26, -6.71)  0.09
H (0.80, 4.64, -5.93)  0.08
H (-0.66, 4.89, -6.89)  0.09
H (-1.10, -3.37, -1.46)  0.13
H (-2.32, -2.35, -2.22)  0.14
H (-4.08, -1.74, -0.84)  0.12
H (-3.68, -1.95, 3.39)  0.10
H (0.86, -1.83, 2.97)  0.04
H (0.62, -1.88, 4.70)  0.09
H (-0.20, -0.64, 3.75)  0.08
H (0.11, -4.22, 2.67)  0.07
H (-1.41, -4.78, 3.41)  0.10
H (-0.03, -4.33, 4.43)  0.09
H (-2.28, -1.48, 5.00)  0.09
H (-1.33, -2.78, 5.72)  0.09
H (-2.79, -3.18, 4.82)  0.09
H (-5.42, 0.63, 1.63)  0.08
H (-5.17, -0.19, 3.19)  0.08
H (-6.79, -0.07, 2.50)  0.10
H (-5.97, -0.64, -0.44)  0.09
H (-7.37, -1.30, 0.40)  0.09
H (-6.24, -2.40, -0.37)  0.09
H (-5.74, -2.70, 3.36)  0.08
H (-5.92, -3.65, 1.88)  0.10
H (-7.23, -2.58, 2.41)  0.09
N (8.67, -0.28, 6.95)  0.17
C (7.88, -0.39, 6.12)  -0.18
C (6.89, -0.53, 5.10)  -0.22
C (7.26, -0.66, 3.77)  -0.01
C (6.29, -0.80, 2.79)  -0.01
C (4.94, -0.81, 3.14)  -0.24
C (4.57, -0.68, 4.48)  -0.01
C (5.53, -0.54, 5.45)  -0.01
C (3.93, -0.93, 2.13)  -0.09
C (3.09, -1.05, 1.27)  -0.10
H (8.31, -0.65, 3.50)  0.13
H (6.58, -0.90, 1.75)  0.12
H (3.52, -0.69, 4.74)  0.12
H (5.25, -0.44, 6.49)  0.13
C (-3.18, 2.64, 3.07)  -0.04
N (-1.85, 2.34, 2.58)  -0.04
C (-1.53, 1.37, 1.73)  -0.79
N (-2.49, 0.54, 1.32)  0.17
S (0.08, 1.30, 1.18)  0.74
H (-3.11, 3.36, 3.87)  0.10
H (-3.66, 1.74, 3.46)  0.08
H (-3.81, 3.06, 2.28)  0.10
H (-1.10, 2.98, 2.80)  0.12
H (-3.42, 0.59, 1.71)  0.07
H (-2.25, -0.31, 0.83)  0.04

Computed properties:
- Calculated total energy: -2768.1708 hartree
- Total charge: +1
- HOMO: -9.90 eV
- LUMO: -4.62 eV

***

Record order is preserved below.
HOMO-LUMO gap: 4.7, 5.3 eV